(1)
Density functional theory data (the ωB97M-V functional and the def2-TZVPD basis) for a gas-phase ion, C6H12BrN4O3S (charge -1) in a non-equilibrium geometry.

Geometry as XYZ:
```
27
Properties=species:S:1:pos:R:3:forces:R:3
C -1.231 0.860 0.582 2.2 0.9 0.0
C 0.111 -1.542 -0.686 -1.0 -1.8 -1.6
C 2.256 0.952 0.457 2.5 -0.4 0.3
C 1.276 1.909 1.120 -0.3 1.3 -1.4
C 1.851 -0.508 0.590 -1.4 0.9 -0.4
C -0.001 1.742 0.306 -0.6 0.0 -1.1
N -0.478 -1.754 -1.955 -1.4 2.2 -0.1
N -0.298 -2.418 0.263 -0.9 -1.4 0.7
N 0.006 2.171 -0.951 2.8 1.5 2.0
N 1.070 -0.785 -0.600 2.3 2.2 0.1
O -2.118 1.068 -0.286 -1.2 0.0 -0.6
O 1.009 2.892 -1.440 -2.0 -1.2 0.2
O -1.208 -0.002 1.444 0.1 0.0 1.1
S -3.307 -0.531 -0.492 -0.3 -0.3 0.7
Br -4.614 -2.510 -0.467 -0.1 -0.5 0.0
H 3.314 0.996 0.844 -0.9 0.6 0.1
H 2.345 1.104 -0.615 -0.1 0.5 0.0
H 1.560 2.995 0.977 0.0 -1.1 0.0
H 1.220 1.765 2.193 -0.6 -0.4 0.1
H 1.309 -0.531 1.550 0.0 -0.9 -0.1
H 2.705 -1.153 0.553 0.6 -0.4 0.4
H -1.355 -2.204 -1.710 -0.3 0.0 -0.8
H -0.741 -0.776 -2.354 0.7 -2.4 0.8
H -1.284 -2.583 0.408 -0.2 0.0 -0.7
H 0.046 -2.156 1.142 0.8 0.3 1.4
H -0.812 1.949 -1.515 0.0 0.1 -0.1
H -2.628 -0.952 0.643 -0.8 0.4 -1.0
```
Forces are in eV/Å.

Charge ... -1

=====

(2)
Density functional theory data (the ωB97M-V functional and the def2-TZVPD basis) for C5H9NO in the gas phase.

Geometry as XYZ:
```
16
Properties=species:S:1:pos:R:3:forces:R:3
C 1.041 1.140 0.709 0.0 0.0 0.0
C 0.165 0.144 -0.047 0.1 0.0 0.2
C 1.021 -0.813 -0.898 0.0 0.0 -0.1
C -0.797 -0.604 0.903 0.2 0.0 0.1
O -2.011 -0.721 0.144 -0.1 0.0 -0.1
C -1.888 0.237 -0.804 0.2 0.3 -0.2
N -0.780 0.829 -0.959 -0.4 -0.2 0.0
H 1.669 1.696 0.007 -0.1 -0.1 0.1
H 1.698 0.608 1.409 -0.1 0.1 -0.1
H 0.437 1.857 1.276 0.1 -0.2 -0.1
H 1.213 -1.740 -0.365 0.1 -0.1 0.1
H 0.520 -1.059 -1.837 0.0 0.0 0.2
H 1.986 -0.373 -1.155 -0.1 0.1 0.0
H -0.464 -1.595 1.199 0.0 0.0 -0.1
H -1.024 -0.017 1.801 0.1 0.0 -0.1
H -2.786 0.411 -1.383 0.0 0.0 0.0
```
Forces are in eV/Å.

SMILES string ... CC1(C)COC=N1

=====

(3)
Density functional theory data (the ωB97M-V functional and the def2-TZVPD basis) for 7 unconnected molecules or ions with the total composition C14H33BBr12N.

Geometry as XYZ:
```
61
Properties=species:S:1:pos:R:3:forces:R:3
B -4.540 4.832 -2.090 -0.4 -0.2 -0.3
N -3.499 3.968 -2.857 0.1 0.3 0.0
C -2.227 3.792 -2.190 -0.3 -0.1 -0.1
C -2.218 2.828 -0.990 0.3 -0.1 -0.1
H -4.917 4.348 -1.004 0.1 0.0 0.1
H -5.546 4.970 -2.802 0.0 -0.1 0.1
H -4.088 5.953 -1.880 0.1 0.0 0.0
H -3.876 3.067 -3.126 0.0 0.0 0.0
H -1.472 3.460 -2.914 0.2 0.0 0.0
H -1.910 4.774 -1.838 0.0 0.2 0.0
H -1.598 3.206 -0.176 0.1 0.0 0.1
H -1.793 1.864 -1.278 0.0 -0.1 0.0
H -3.223 2.655 -0.614 -0.2 0.2 0.0
Br -1.157 0.810 2.011 0.0 0.0 0.0
C -1.330 2.010 3.528 -0.1 -0.1 -0.1
C -1.521 3.439 3.094 0.1 0.1 0.0
Br 0.137 4.230 2.456 0.0 0.0 0.0
H -0.441 1.875 4.136 0.0 0.0 0.0
H -2.202 1.662 4.077 0.0 0.0 0.0
H -1.832 4.051 3.938 0.0 0.0 0.0
H -2.240 3.539 2.286 0.0 0.0 0.0
Br 0.189 -1.340 5.124 0.0 -0.1 0.1
C 1.693 -2.063 4.123 0.0 0.1 0.0
C 1.478 -1.914 2.642 0.0 -0.2 -0.1
Br 0.203 -3.212 1.954 -0.1 0.0 0.0
H 1.810 -3.097 4.430 0.0 0.0 0.0
H 2.562 -1.488 4.437 0.0 0.0 0.0
H 2.391 -2.133 2.099 0.0 0.1 0.1
H 1.102 -0.932 2.373 0.0 0.0 0.0
Br 4.720 -3.382 1.583 0.2 0.0 0.0
C 4.613 -5.325 1.631 -0.1 0.1 0.0
C 3.400 -5.790 2.390 0.0 0.0 0.1
Br 3.624 -5.582 4.313 0.0 0.0 0.0
H 5.544 -5.676 2.063 0.0 0.0 0.0
H 4.543 -5.628 0.591 0.0 -0.1 0.0
H 3.234 -6.852 2.224 0.0 0.0 0.0
H 2.504 -5.236 2.122 0.0 0.0 0.0
Br -1.610 -2.861 -1.719 0.0 -0.1 0.0
C -1.483 -4.788 -1.918 0.0 0.2 -0.1
C -2.664 -5.497 -1.308 0.1 -0.1 0.1
Br -2.563 -5.517 0.634 0.0 0.0 0.0
H -0.544 -5.088 -1.463 0.0 0.0 0.0
H -1.444 -4.975 -2.989 0.0 0.0 0.0
H -2.682 -6.541 -1.613 0.0 0.0 0.0
H -3.605 -5.024 -1.565 0.0 0.0 0.0
Br -0.570 10.208 -0.896 0.0 0.0 0.0
C -0.914 8.517 -1.816 0.0 0.0 0.0
C -2.234 7.905 -1.440 0.1 -0.1 0.0
Br -2.189 7.087 0.315 0.1 0.1 0.1
H -0.078 7.867 -1.578 0.0 0.0 0.0
H -0.898 8.761 -2.875 0.0 0.0 0.0
H -2.494 7.092 -2.117 0.0 0.0 0.0
H -3.045 8.625 -1.430 0.0 0.0 0.0
Br 4.771 -6.774 -1.991 0.0 -0.1 -0.1
C 5.100 -5.191 -3.075 0.0 0.0 0.1
C 4.376 -3.987 -2.532 -0.1 0.0 -0.1
Br 2.467 -4.066 -2.884 0.0 0.0 0.1
H 4.791 -5.441 -4.084 0.0 0.0 0.0
H 6.176 -5.033 -3.050 0.0 0.0 0.0
H 4.731 -3.082 -3.019 0.0 0.0 0.0
H 4.489 -3.885 -1.456 0.0 0.0 0.0
```
Forces are in eV/Å.

Charge ... -1

=====

(4)
Density functional theory data (the ωB97M-V functional and the def2-TZVPD basis) for a gas-phase ion, C4H11N2 (charge +1) in a non-equilibrium geometry.

Geometry as XYZ:
```
17
Properties=species:S:1:pos:R:3:forces:R:3
C 1.873 -1.044 -0.650 -2.0 3.1 -0.9
C 1.306 -0.570 0.448 1.3 -3.4 0.7
C 0.379 0.527 0.627 0.2 1.0 1.0
N 1.096 1.711 0.419 -1.5 -0.1 0.4
N -0.965 0.370 -0.457 1.1 0.5 0.5
C -1.777 -0.793 -0.190 -0.3 -3.2 -3.1
H 2.397 -1.903 -0.581 2.0 -2.5 0.0
H 1.761 -0.588 -1.641 -0.1 -0.2 0.2
H 1.589 -1.217 1.331 -0.8 1.2 -0.6
H -0.056 0.373 1.666 -0.5 0.7 -1.6
H 1.817 1.462 -0.199 1.3 0.8 -0.9
H 0.829 2.699 0.521 -0.1 -1.1 0.1
H -0.885 0.339 -1.474 1.3 0.4 0.1
H -1.259 1.309 -0.241 -1.5 0.1 0.0
H -2.201 -0.811 0.756 -0.5 -0.1 1.8
H -2.610 -0.977 -0.968 1.1 0.9 1.2
H -1.110 -1.737 -0.418 -1.1 1.9 1.0
```
Forces are in eV/Å.

Charge ... +1
SMILES string ... C=C[C@@H](N)[NH2+]C

=====

(5)
Density functional theory data (the ωB97M-V functional and the def2-TZVPD basis) for a molecular structure, C6H18CsO3 in a non-equilibrium geometry.

Geometry as XYZ:
```
28
Properties=species:S:1:pos:R:3:forces:R:3
Cs 0.058 0.901 -0.707 -0.3 -0.1 -0.1
C 1.114 4.112 -0.664 0.9 0.7 -0.8
C 1.211 5.599 -0.287 1.4 0.8 -0.2
O 0.106 6.344 -0.654 -2.3 0.2 0.3
H 1.467 4.026 -1.691 0.0 -0.1 -0.2
H 0.117 3.673 -0.694 -0.1 0.6 0.7
H 1.842 3.553 -0.074 -0.2 -0.2 0.3
H 1.953 6.184 -0.831 1.2 -1.3 -0.4
H 1.538 5.810 0.731 -0.5 -0.6 0.5
H -0.036 6.992 0.040 -0.3 0.1 -0.2
C -1.779 -1.629 3.108 1.1 0.3 -1.3
C -0.495 -1.881 2.268 -0.5 -1.6 1.6
O 0.230 -0.680 2.092 -0.1 0.7 -0.7
H -2.274 -2.567 3.362 -0.1 0.1 -0.3
H -2.342 -1.016 2.404 -0.8 0.0 0.5
H -1.605 -1.078 4.032 0.2 0.0 -0.2
H -0.736 -2.394 1.338 -0.4 0.5 -0.5
H 0.135 -2.626 2.754 0.3 0.1 0.4
H 0.918 -0.859 1.446 0.4 -0.2 0.4
C -0.995 -4.057 -2.185 0.1 -0.8 -0.3
C 0.458 -3.615 -2.034 -1.4 -0.8 0.5
O 0.324 -2.196 -1.760 0.5 0.4 -0.5
H -1.416 -3.823 -3.163 0.0 0.9 0.1
H -1.564 -3.650 -1.349 -0.3 -0.1 -0.3
H -1.126 -5.137 -2.250 0.4 -0.2 0.7
H 0.991 -3.977 -2.913 0.4 1.2 -0.3
H 0.946 -4.131 -1.207 -0.1 0.2 0.3
H 0.959 -1.879 -1.114 0.5 -0.7 -0.1
```
Forces are in eV/Å.

Charge ... +1

=====

(6)
Density functional theory data (the ωB97M-V functional and the def2-TZVPD basis) for C3H4N2O3 in the gas phase in a non-equilibrium geometry.

Geometry as XYZ:
```
12
Properties=species:S:1:pos:R:3:forces:R:3
H -1.112 -2.084 -0.459 0.3 0.4 0.2
N -0.353 -1.395 -0.351 -0.3 -0.6 -0.4
C -0.766 -0.216 -0.160 -1.1 0.9 -0.1
N -2.053 0.277 -0.052 0.9 0.1 0.0
C 0.255 0.898 -0.095 1.0 -1.1 1.0
O -0.085 2.024 0.102 0.4 0.6 -0.2
C 1.753 0.341 -0.122 -2.1 -0.4 0.6
O 2.479 0.382 -1.048 0.9 0.6 -1.1
O 1.988 -0.356 0.996 -0.5 0.8 0.3
H -2.776 -0.406 -0.070 -0.6 -0.1 0.2
H -2.216 1.211 0.336 0.2 -0.8 -0.4
H 2.885 -0.676 0.923 0.7 -0.4 0.0
```
Forces are in eV/Å.

SMILES string ... [H]/N=C(\N)C(=O)C(=O)O

=====

Result set for highest occupied orbital energy: -0.1914, -0.3543, -0.1128, -0.5299, -0.4674, -0.3664 Ha, one per record in the order listed.